{
  "formula": "C36H67Br12F9N3O5PS",
  "method": "ωB97M-V with the def2-TZVPD basis set",
  "smiles": "C=CC[C@@](C=C)(COC)O[C@@H](CCCC(=O)OCC)[C@@](CCC(F)(F)C(F)(F)S(F)(F)(F)(F)F)(NNCCCC)P(N)O.BrCCBr.BrCCBr.BrCCBr.BrCCBr.BrCCBr.BrCCBr",
  "charge": 0,
  "e_homo_ev": -6.771,
  "fmax_ev_per_a": 8.527,
  "e_lumo_ha": -0.104,
  "species": ["C", "C", "C", "C", "C", "C", "C", "O", "C", "O", "C", "C", "C", "C", "C", "O", "O", "C", "C", "C", "C", "C", "C", "F", "F", "C", "F", "F", "S", "F", "F", "F", "F", "F", "N", "N", "C", "C", "C", "C", "P", "N", "O", "H", "H", "H", "H", "H", "H", "H", "H", "H", "H", "H", "H", "H", "H", "H", "H", "H", "H", "H", "H", "H", "H", "H", "H", "H", "H", "H", "H", "H", "H", "H", "H", "H", "H", "H", "H", "H", "H", "H", "H", "H", "H", "H", "Br", "C", "C", "Br", "H", "H", "H", "H", "Br", "C", "C", "Br", "H", "H", "H", "H", "Br", "C", "C", "Br", "H", "H", "H", "H", "Br", "C", "C", "Br", "H", "H", "H", "H", "Br", "C", "C", "Br", "H", "H", "H", "H", "Br", "C", "C", "Br", "H", "H", "H", "H"],
  "positions_angstrom": [[4.0837, -3.1126, 3.5077], [4.5180, -2.0977, 2.5076], [4.8292, -0.5135, 2.7932], [3.4371, 0.4193, 2.8409], [2.6079, -0.1204, 4.1329], [3.3203, -0.1364, 5.4747], [3.9935, 1.9701, 2.9529], [3.4378, 2.7461, 4.0680], [3.2679, 4.1256, 3.5028], [2.8270, 0.2711, 1.5317], [1.3704, 0.2588, 1.5111], [0.6208, 1.6209, 2.0197], [-0.7365, 1.1780, 2.8916], [-1.7789, 2.4675, 2.7231], [-3.2322, 2.2366, 3.4507], [-3.6765, 1.0814, 3.9543], [-4.0969, 3.4395, 3.5975], [-5.2661, 3.3752, 2.7083], [-4.9960, 2.6837, 1.2469], [0.9599, 0.1036, -0.1060], [-0.6514, 0.1195, -0.3817], [-1.4396, -1.2572, 0.1495], [-3.0876, -1.0910, 0.1028], [-3.6474, -0.4990, 1.3757], [-3.3196, 0.0050, -0.9169], [-3.9049, -2.3730, -0.4644], [-3.5201, -2.5822, -1.9066], [-5.3611, -1.9719, -0.5089], [-3.7347, -3.9862, 0.4241], [-5.3569, -3.7791, 1.0455], [-4.4931, -4.7591, -0.9497], [-2.2066, -4.3719, -0.2450], [-3.0968, -3.3246, 1.8599], [-3.7246, -5.5204, 1.1896], [1.7236, 1.2447, -0.7902], [0.8792, 2.1022, -1.4705], [1.6530, 2.7416, -2.6423], [2.4504, 4.1052, -2.1675], [3.8095, 3.8191, -1.2833], [4.8687, 2.7737, -1.9722], [1.7328, -1.5175, -0.8641], [1.0226, -1.6271, -2.5338], [1.3200, -2.9130, 0.0925], [2.9439, -3.4100, 3.6073], [4.8399, -3.6959, 4.1968], [4.6980, -2.4854, 1.3971], [5.4961, -0.3804, 3.7467], [5.4931, -0.1274, 1.8794], [1.5209, -0.5644, 4.1581], [3.8071, 0.8476, 5.9431], [3.3742, -1.0965, 6.1661], [3.6521, 2.5318, 1.9563], [5.1862, 2.0065, 2.9152], [3.0031, 4.9018, 4.3595], [4.2188, 4.5017, 2.9233], [2.3632, 4.1807, 2.7363], [0.8791, -0.6930, 2.0247], [1.2388, 2.3041, 2.7377], [0.2166, 2.3028, 1.1552], [-1.1983, 0.1639, 2.5352], [-0.4159, 1.0444, 4.0191], [-1.2615, 3.3711, 3.2907], [-1.8849, 2.7034, 1.5800], [-6.1379, 2.8647, 3.3204], [-5.6008, 4.5004, 2.5030], [-5.7460, 3.1949, 0.4716], [-5.2946, 1.5315, 1.2634], [-3.9232, 2.8550, 0.8072], [-0.8261, 0.0984, -1.5631], [-1.1999, 1.1122, -0.0209], [-1.0453, -1.6072, 1.2189], [-1.1872, -2.0717, -0.6821], [2.4484, 0.8062, -1.3980], [0.6077, 2.9450, -0.8892], [2.3109, 1.9746, -3.2312], [0.8044, 3.1162, -3.3924], [1.7514, 4.7807, -1.4769], [2.7597, 4.7233, -3.1245], [4.3763, 4.8673, -1.2169], [3.5408, 3.5291, -0.1614], [5.0241, 3.0477, -3.1074], [4.5480, 1.6629, -1.7816], [5.9136, 2.9258, -1.4454], [-0.0009, -1.8239, -2.4918], [1.5104, -2.3940, -3.0795], [0.8632, -3.5758, -0.5348], [-6.1341, 1.9940, -2.1137], [-5.9487, 0.2885, -3.0416], [-6.4890, 0.3705, -4.4501], [-8.4393, 0.3212, -4.4623], [-6.4486, -0.4653, -2.4276], [-4.8737, 0.0871, -3.0528], [-6.1798, -0.5015, -5.0330], [-6.1896, 1.2798, -4.9782], [-6.5517, -6.9081, 5.8112], [-6.0717, -5.1175, 5.2049], [-4.7128, -5.1095, 4.5448], [-3.2834, -5.1926, 5.8700], [-6.1364, -4.4578, 6.0742], [-6.8500, -4.8430, 4.4872], [-4.5494, -4.1696, 4.0102], [-4.5589, -5.9452, 3.8568], [-4.9993, 0.7352, -7.9315], [-6.8832, 0.2596, -8.1017], [-7.0496, -1.2041, -8.4372], [-6.6519, -1.5475, -10.3160], [-7.3153, 0.9289, -8.8503], [-7.3214, 0.4828, -7.1248], [-8.0903, -1.5136, -8.3066], [-6.4032, -1.8610, -7.8491], [-7.8627, 3.6627, -7.7259], [-6.2925, 4.6988, -8.2409], [-6.6022, 5.6244, -9.3941], [-6.6812, 4.6485, -11.0814], [-5.4954, 3.9834, -8.4598], [-6.0255, 5.2717, -7.3483], [-5.8004, 6.3561, -9.5271], [-7.5542, 6.1509, -9.2852], [7.8673, -0.7165, 1.0262], [9.3278, -0.6732, 2.3181], [9.1043, -1.6712, 3.4301], [7.7763, -1.0233, 4.7039], [9.4124, 0.3582, 2.6703], [10.2223, -0.9308, 1.7436], [10.0175, -1.8059, 4.0165], [8.7580, -2.6459, 3.0761], [9.6673, -5.0784, 0.2691], [11.1278, -5.0351, 1.5609], [10.9043, -6.0331, 2.6729], [9.5763, -5.3852, 3.9467], [11.2124, -4.0037, 1.9132], [12.0223, -5.2927, 0.9865], [11.8175, -6.1678, 3.2593], [10.5580, -7.0078, 2.3190]],
  "mulliken_charge": [-0.697, -0.070, 0.300, 1.008, -0.241, -0.986, 0.260, -0.352, -0.501, -0.019, -1.035, 0.384, -0.364, -0.048, 0.372, -0.552, -0.385, -0.365, -0.466, -0.127, -0.495, -0.237, 0.702, -0.302, -0.395, 0.702, -0.271, -0.308, 1.178, -0.355, -0.347, -0.302, -0.246, -0.306, 0.234, -0.236, -0.662, -0.664, 0.334, -0.865, -0.127, -0.540, -0.486, 0.188, 0.195, 0.243, -0.118, -0.034, 0.292, 0.194, 0.264, -0.373, 0.232, 0.227, 0.260, 0.137, 0.259, 0.146, -0.205, -0.003, 0.479, 0.302, 0.038, 0.244, 0.276, 0.188, 0.109, 0.220, 0.693, 0.037, 0.195, 0.076, 0.275, 0.075, 0.318, 0.282, 0.294, 0.337, 0.405, -0.477, 0.266, 0.153, 0.303, 0.192, 0.347, 0.282, -0.129, -0.350, -0.589, -0.165, 0.369, 0.125, 0.400, 0.389, -0.147, -0.551, -0.346, -0.122, 0.396, 0.347, 0.050, 0.363, -0.149, -0.340, -0.611, -0.157, 0.494, -0.054, 0.398, 0.375, -0.134, -0.521, -0.569, -0.129, 0.310, 0.349, 0.347, 0.358, -0.110, -0.535, -0.509, -0.102, 0.402, 0.336, 0.372, 0.190, -0.105, -0.556, -0.551, -0.124, 0.281, 0.365, 0.339, 0.365]
}